(1)
Here is a molecular structure, C17H28IrN7Se4Te from OMol25. Energies are from ωB97M-V/def2-TZVPD.

```
58
C17H28IrN7Se4Te, DFT ωB97M-V/def2-TZVPD
Ir -0.40900 0.18165 -0.12549
Se 3.79636 0.43783 1.32000
Se 4.47443 -1.36484 -2.15543
Te 3.33966 -1.57586 0.05163
Se 1.05018 -1.36422 -1.12756
N -1.09341 0.58848 4.96053
C 0.35296 0.71550 4.55197
C 0.49343 0.99058 3.06213
N 0.00847 -0.07671 2.19287
H -1.19460 0.47559 5.97085
H -1.53713 -0.20917 4.49590
H -1.66198 1.39834 4.66614
H 0.84025 -0.21419 4.84452
H 0.76968 1.52748 5.14528
H 1.55635 1.14272 2.87650
H -0.04198 1.90621 2.80297
H -0.98993 -0.23520 2.37058
H 0.54201 -0.93240 2.30510
C -3.72396 -3.29505 -0.23297
C -2.78332 -3.31054 0.78681
C -1.81772 -2.31688 0.85669
C -1.78066 -1.29581 -0.09244
C -2.73258 -1.28714 -1.11249
C -3.69199 -2.28609 -1.18449
H -4.47764 -4.06845 -0.28740
H -2.79540 -4.10745 1.51895
H -1.06360 -2.38030 1.63268
H -2.73986 -0.49767 -1.85515
H -4.42304 -2.27212 -1.98221
Se -3.99155 1.31368 3.54252
N -4.75990 2.43790 2.38066
C -4.04757 2.39404 1.26387
C -4.38527 3.09074 0.09635
C -3.58700 2.91085 -1.02602
C -2.48271 2.09616 -0.96097
N -2.06676 1.44744 0.17514
C -2.84782 1.55038 1.28470
N -2.59427 0.92462 2.41984
H -5.26659 3.71514 0.08708
H -3.83510 3.38483 -1.96493
H -1.89931 1.89976 -1.85466
N 3.42139 2.74689 -1.02867
C 2.66713 3.71516 -0.16737
C 1.48725 3.00045 0.46340
N 0.59133 2.33938 -0.52433
C 1.10156 2.47615 -1.90555
C 2.52974 1.99947 -1.99753
H 3.85274 2.03366 -0.39674
H 4.17250 3.22882 -1.52137
H 2.38172 4.56293 -0.78655
H 3.34985 4.06573 0.60519
H 0.92263 3.74004 1.03397
H 1.86645 2.24832 1.14393
H -0.29762 2.83166 -0.49819
H 1.01113 3.50809 -2.25637
H 0.50402 1.85362 -2.57220
H 2.92601 2.13117 -3.00098
H 2.60243 0.95244 -1.71857
```

LUMO (alpha / beta) in eV: -5.888 / -8.051
2S+1: 5
⟨S²⟩: 6.0648
Net charge: +2
HOMO energy (alpha / beta) in eV: -11.3 / -13.3
Energy above the lowest of the compared OMol25 structures with the same formula, charge and spin in kcal per mole: 55.68
Electronic energy in eV: -300014.8363
Orbital gap (alpha / beta) in eV: 5.38 / 5.29

(2)
Here is C17H28N2O4S in the gas phase in a non-equilibrium geometry from OMol25. Energies are from ωB97M-V/def2-TZVPD.

```
52
C17H28N2O4S, DFT ωB97M-V/def2-TZVPD
C 1.38302 0.93517 5.70088
O 0.52706 -0.15841 5.46819
C 0.21165 -0.55238 4.19597
C -0.75955 -1.54751 4.13954
C -1.20164 -2.07224 2.94092
C -0.67058 -1.60613 1.75018
C 0.30297 -0.61654 1.79466
C 0.76194 -0.08104 2.98988
O 1.73622 0.88766 3.03718
C 2.27977 1.35213 1.82413
H 1.52732 1.83268 1.19132
H 3.03211 2.08623 2.11151
H 2.75273 0.54609 1.25546
H 0.72148 -0.27572 0.86163
C -1.15780 -2.08019 0.41344
H -1.42241 -3.13798 0.44937
H -0.35668 -1.94500 -0.31313
C -2.38495 -1.24131 -0.02507
N -2.56274 -1.04436 -1.44583
C -2.85007 -2.25199 -2.18288
H -3.69744 -2.74742 -1.70885
H -2.01319 -2.96318 -2.22118
H -3.13607 -1.99346 -3.20128
C -1.64044 -0.11060 -2.06672
C -0.49110 -0.70907 -2.89953
N 0.41321 0.33817 -3.33504
S 1.44412 0.90185 -2.14361
O 1.03762 2.16683 -1.59550
O 1.68713 -0.16645 -1.21831
C 2.95832 1.15687 -3.09890
H 3.74736 1.40090 -2.39897
H 3.17242 0.22980 -3.61194
H 2.80756 1.96937 -3.79566
C -0.22962 1.37336 -4.12054
C -1.44816 1.97893 -3.42333
C -2.39970 0.87615 -2.96809
H -3.23559 1.29933 -2.41097
H -2.80393 0.34693 -3.83397
H -1.10333 2.54335 -2.55596
H -1.95145 2.66507 -4.10690
H 0.51584 2.14567 -4.31383
H -0.52234 0.92083 -5.07434
H 0.10683 -1.40897 -2.31756
H -0.87028 -1.21440 -3.79201
H -1.16852 0.46982 -1.26545
H -3.29738 -1.70801 0.35726
H -2.31026 -0.25087 0.43091
H -1.95775 -2.84289 2.93771
H -1.15927 -1.89734 5.07846
H 1.38564 1.06755 6.78340
H 1.01435 1.84640 5.22454
H 2.40002 0.73671 5.35619
```

Structure (SMILES): COc1ccc(CCN(C)[C@@H]2CCCN(S(C)(=O)=O)C2)cc1OC
LUMO in eV: 0.429
HOMO energy in eV: -7.5
Energy above the lowest of the compared OMol25 structures with the same formula, charge and spin in kcal per mole: 54.21
Electronic energy in eV: -40087.3988
Orbital gap in eV: 7.90

(3)
Here is a molecular structure, C17H28N2SiSn in a non-equilibrium geometry from OMol25. Energies are from ωB97M-V/def2-TZVPD.

```
49
C17H28N2SiSn, DFT ωB97M-V/def2-TZVPD
C -2.44216 -0.98753 0.90285
C -2.49511 1.20600 -1.88330
H -2.97010 -1.55448 0.12050
H -3.23220 -0.63629 1.59034
H -1.85689 -1.76796 1.36622
H -2.02630 1.18182 -2.87142
H -3.20886 0.33914 -1.87168
H -3.07347 2.12460 -1.70555
C -0.23568 -2.87469 -0.34033
C 0.76983 -3.84592 -0.20909
C 2.05673 -3.53392 -0.66051
C 2.28960 -2.25283 -1.16786
H -1.25967 -3.12393 -0.06138
H 0.52348 -4.80008 0.23846
H 2.85999 -4.26569 -0.62065
H 3.28046 -1.94571 -1.50728
N -0.00511 -1.62648 -0.78393
C 1.24814 -1.30098 -1.21358
C 1.49883 0.09480 -1.67397
N 0.53042 1.02671 -1.42063
C 0.70853 2.30032 -1.83994
C 2.88508 1.79814 -2.71073
C 1.87365 2.73366 -2.47468
H -0.11742 3.00860 -1.65333
H 1.95490 3.79019 -2.75325
C 2.68708 0.47807 -2.32281
H 3.44757 -0.28982 -2.49996
H 3.81301 2.10324 -3.18308
Sn -1.44862 0.55337 -0.09132
C -1.37803 2.62272 0.68699
H -1.74005 3.29694 -0.09578
H -0.39461 2.97643 1.01468
H -2.06136 2.68612 1.54063
C -2.30059 0.64542 3.78889
Si -0.68577 -0.27189 3.38418
C 0.43167 0.04464 4.88529
C -0.98626 -2.16585 3.43277
C 0.05954 0.30770 1.74920
H -2.62965 0.31100 4.78677
H -3.13174 0.47258 3.09668
H -2.12300 1.73046 3.83612
H -0.09048 -0.25868 5.80737
H 1.36046 -0.53937 4.81415
H 0.68963 1.10926 4.97361
H -1.93542 -2.49984 2.98658
H -0.16571 -2.68638 2.91502
H -1.03371 -2.50702 4.47767
H 0.57666 1.27552 1.87992
H 0.85452 -0.39688 1.43766
```

LUMO in eV: -0.630
HOMO energy in eV: -6.5
Energy above the lowest of the compared OMol25 structures with the same formula, charge and spin in kcal per mole: 44.53
Electronic energy in eV: -34770.2177
Orbital gap in eV: 5.85

(4)
Here is a molecular structure, C17H28NO2P2STi in a non-equilibrium geometry from OMol25. Energies are from ωB97M-V/def2-TZVPD.

```
52
C17H28NO2P2STi, DFT ωB97M-V/def2-TZVPD
Ti 0.39507 0.94267 -0.47795
P 2.21791 -0.50489 0.22942
C 2.43570 -0.67689 -1.61112
C 1.19423 -1.22374 -2.27590
N 0.03512 -0.67731 -1.83715
C -1.15298 -1.09273 -2.32762
C -1.20945 -2.09104 -3.28979
C -0.02546 -2.62796 -3.78128
C 1.19462 -2.19428 -3.26001
C -2.40261 -0.48235 -1.76146
P -2.04833 1.08120 -0.86280
H 2.15839 -2.60168 -3.57089
H -2.18969 -2.42425 -3.62392
H -0.04697 -3.38508 -4.56279
H -3.13001 -0.27005 -2.55838
H -2.87522 -1.17538 -1.04472
H 2.63748 0.37840 -1.99749
H 3.31338 -1.31648 -1.75985
H 0.68371 3.32358 -1.51225
O 1.39403 2.02454 -1.66576
H 2.08536 2.02356 -2.34494
H -0.07450 3.21270 -0.08922
O -0.04194 3.83688 -0.96206
H 0.24024 4.74880 -0.73875
C -2.59481 2.32515 -2.06979
H -3.65120 2.13612 -2.30393
H -2.48720 3.33995 -1.66257
H -2.00169 2.24330 -2.98976
C -3.32901 1.09602 0.41492
H -3.16364 1.95321 1.08193
H -4.32305 1.17202 -0.05322
H -3.26596 0.17042 1.00483
C 2.05442 -2.17770 0.84618
H 3.03780 -2.65993 0.78619
H 1.71538 -2.12878 1.88881
H 1.31849 -2.73331 0.25507
C 3.83848 0.05772 0.77459
H 3.74272 0.42450 1.80372
H 4.53315 -0.79121 0.74004
H 4.20105 0.87369 0.13708
S 0.08374 1.87851 1.68190
C -0.15948 0.60107 2.97418
C 0.92144 -0.08828 3.55040
C 0.70444 -1.07031 4.52076
C -0.59159 -1.39428 4.92754
C -1.66905 -0.69204 4.37891
C -1.45684 0.29513 3.41267
H 1.93788 0.16492 3.23506
H 1.55481 -1.58167 4.97669
H -0.76140 -2.17987 5.67209
H -2.68236 -0.90792 4.71449
H -2.29460 0.84536 2.98793
```

LUMO (alpha / beta) in eV: -6.569 / -6.398
2S+1: 2
⟨S²⟩: 0.7579
Net charge: +2
HOMO energy (alpha / beta) in eV: -13.9 / -14.0
Electronic energy in eV: -76183.9234
Orbital gap (alpha / beta) in eV: 7.35 / 7.59

(5)
Here is a molecular structure, C17H28NO2P2SeTi in a non-equilibrium geometry from OMol25. Energies are from ωB97M-V/def2-TZVPD.

```
52
C17H28NO2P2SeTi, DFT ωB97M-V/def2-TZVPD
Ti 0.51367 0.93636 -0.62397
P 2.27147 -0.68204 0.17152
C 2.45539 -0.89134 -1.65801
C 1.19518 -1.44612 -2.26550
N 0.06357 -0.81920 -1.85650
C -1.13688 -1.21278 -2.33562
C -1.22653 -2.25124 -3.25630
C -0.07183 -2.88664 -3.70280
C 1.15956 -2.47404 -3.19835
C -2.37786 -0.50071 -1.85397
P -1.96931 1.04907 -0.95280
H 2.10281 -2.92854 -3.49998
H -2.21614 -2.52774 -3.61794
H -0.13004 -3.69057 -4.43415
H -3.03152 -0.25081 -2.70422
H -2.95557 -1.14838 -1.17207
H 2.58139 0.21427 -2.02859
H 3.33409 -1.51479 -1.84315
H -0.88873 6.03703 -1.46646
O 1.65914 1.74823 -1.80069
H 1.81558 2.48158 -2.41405
H 1.19678 0.96340 0.87383
O -0.63053 5.15767 -1.21697
H -0.12003 5.27110 -0.39620
C -2.51268 2.34443 -2.10564
H -3.61042 2.34717 -2.17061
H -2.13542 3.31734 -1.75869
H -2.08473 2.14089 -3.09659
C -3.17530 1.07152 0.39614
H -2.88265 1.84251 1.12075
H -4.18078 1.28493 0.00699
H -3.17352 0.10325 0.91241
C 1.98693 -2.32216 0.84337
H 2.94092 -2.86457 0.90165
H 1.55578 -2.22833 1.84812
H 1.28507 -2.87876 0.21078
C 3.90415 -0.16348 0.72058
H 3.83613 0.14826 1.77134
H 4.61171 -0.99749 0.62528
H 4.24484 0.69088 0.12067
Se -0.05574 2.10418 1.59503
C -0.23031 0.77721 3.02628
C -1.49296 0.45644 3.54702
C -1.62081 -0.61080 4.44166
C -0.49202 -1.33581 4.84465
C 0.77781 -0.94344 4.40313
C 0.91234 0.13364 3.52484
H -2.36466 1.03603 3.24151
H -2.60567 -0.88131 4.82402
H -0.59721 -2.19989 5.50293
H 1.66482 -1.47713 4.74783
H 1.90075 0.47076 3.20746
```

LUMO (alpha / beta) in eV: -6.881 / -7.584
2S+1: 2
⟨S²⟩: 0.7692
Net charge: +2
HOMO energy (alpha / beta) in eV: -14.6 / -14.5
Energy above the lowest of the compared OMol25 structures with the same formula, charge and spin in kcal per mole: 30.55
Electronic energy in eV: -130694.5224
Orbital gap (alpha / beta) in eV: 7.68 / 6.92

(6)
Here is 5 unconnected molecules or ions with the total composition C17H28O16S from OMol25. Energies are from ωB97M-V/def2-TZVPD.

```
62
C17H28O16S, DFT ωB97M-V/def2-TZVPD
C 3.26634 -2.84524 3.38384
C 2.70431 -2.98993 1.97309
O 1.29480 -2.75538 2.01350
C 0.72742 -2.25424 0.86391
O 0.01152 -1.03551 1.12953
S -1.24443 -0.94872 2.16306
O -0.73966 -0.63386 3.47624
O -1.61061 -2.51877 2.08820
C -2.91578 -2.83186 2.63494
C -3.19496 -4.27818 2.30999
H 2.44240 -2.59432 4.05017
H 3.70756 -3.77170 3.74180
H 3.99142 -2.03701 3.44810
H 3.17750 -2.29560 1.27504
H 2.86326 -4.00860 1.61180
H 1.48479 -1.95084 0.13757
H 0.04745 -2.96606 0.39954
H -2.90314 -2.65236 3.70981
H -3.65124 -2.17915 2.16048
H -2.34811 -4.89698 2.59850
H -4.08141 -4.61991 2.84046
H -3.32132 -4.40752 1.24003
C 3.30682 2.08135 0.30252
C 2.53521 0.77945 0.36944
O 3.45036 -0.14393 -0.24028
C 4.70565 0.34993 -0.11637
O 5.69649 -0.25705 -0.36619
O 4.66921 1.62345 0.33140
H 3.12042 2.74622 1.13926
H 3.13406 2.61898 -0.62724
H 2.34306 0.45277 1.39252
H 1.59785 0.79638 -0.17784
C 1.28911 7.36711 0.49833
C 2.69770 6.86157 0.75696
O 2.52094 5.43838 0.69071
C 1.42514 5.17782 -0.04730
O 1.10833 4.09848 -0.44040
O 0.73361 6.30920 -0.29731
H 1.24858 8.30117 -0.05381
H 0.70242 7.45496 1.41322
H 3.39855 7.15944 -0.02336
H 3.09466 7.13786 1.72891
C -0.38851 5.87899 -3.22931
C -0.51594 4.96538 -4.43446
O -0.83308 5.88852 -5.48224
C -0.38305 7.11506 -5.12742
O -0.34277 8.05821 -5.84672
O 0.01562 7.11391 -3.83256
H 0.35180 5.55029 -2.51182
H -1.34261 6.03195 -2.72280
H 0.42424 4.46871 -4.67949
H -1.30333 4.22299 -4.34293
C -4.90797 -8.25573 -1.85162
C -5.71866 -7.02795 -1.47366
O -4.93848 -6.46925 -0.41271
C -3.65854 -6.89580 -0.54622
O -2.73983 -6.47758 0.07754
O -3.58138 -7.86216 -1.48968
H -4.94418 -8.49924 -2.90944
H -5.18460 -9.13314 -1.26511
H -5.77583 -6.30170 -2.28592
H -6.71927 -7.25328 -1.11624
```

LUMO in eV: 0.319
HOMO energy in eV: -9.6
Electronic energy in eV: -61677.1398
Orbital gap in eV: 9.89